Computed, not measured: 11 unconnected molecules or ions with the total composition C43H73BN6O12 at a distorted geometry, with ωB97M-V with the def2-TZVPD basis set.

Computed properties:
* E_HOMO: -7.316 eV
* energy: -2938.610444 Ha
* maximum force: 0.045 hartree/bohr
* ΔE to the lowest compared entry with this formula, charge and spin: 0.0 kcal per mole

Each line ends with the Löwdin charge.
Geometry (Å):
1 C -2.953 3.502 4.756  -0.11
2 C -3.957 3.950 3.660  -0.23
3 C -3.311 4.002 2.284  -0.18
4 C -2.511 5.328 2.139  -0.11
5 N -1.532 5.358 0.987  -0.17
6 C -0.146 4.853 1.458  -0.07
7 C 0.697 6.099 1.551  -0.16
8 C 0.203 6.984 0.417  -0.13
9 C -1.296 6.785 0.512  -0.09
10 C -2.113 4.536 -0.147  -0.12
11 C -1.199 4.576 -1.388  -0.23
12 C -1.718 3.642 -2.480  -0.08
13 H -3.468 2.977 5.565  0.07
14 H -2.373 4.302 5.210  0.06
15 H -2.316 2.700 4.376  0.07
16 H -4.384 4.902 3.980  0.11
17 H -4.725 3.180 3.710  0.11
18 H -4.004 3.708 1.500  0.12
19 H -2.491 3.276 2.254  0.09
20 H -2.030 5.679 3.054  0.14
21 H -3.234 6.146 2.031  0.13
22 H 0.163 4.082 0.764  0.11
23 H -0.338 4.492 2.466  0.11
24 H 1.745 5.796 1.554  0.12
25 H 0.601 6.641 2.495  0.12
26 H 0.749 6.699 -0.482  0.12
27 H 0.493 8.005 0.668  0.12
28 H -1.941 6.937 -0.352  0.13
29 H -1.740 7.457 1.247  0.13
30 H -3.043 4.972 -0.513  0.14
31 H -2.217 3.474 0.063  0.12
32 H -0.193 4.215 -1.157  0.08
33 H -1.122 5.601 -1.753  0.11
34 H -1.705 2.592 -2.194  0.07
35 H -1.202 3.764 -3.430  0.06
36 H -2.760 3.919 -2.679  0.08
37 O 1.682 0.724 2.590  0.13
38 C 1.152 0.202 1.653  -0.38
39 O 1.485 -0.961 1.134  0.24
40 B 0.490 -1.330 0.078  -0.85
41 O -0.372 -0.096 -0.046  0.23
42 C -0.068 0.728 0.923  -0.39
43 O -0.571 1.794 1.142  0.14
44 O -0.318 -2.506 0.433  0.22
45 C -0.338 -3.329 -0.620  -0.34
46 O -0.991 -4.304 -0.809  0.17
47 C 0.549 -2.704 -1.719  -0.39
48 O 1.076 -1.628 -1.226  0.24
49 O 0.786 -3.202 -2.789  0.14
50 N 1.304 3.243 4.132  0.02
51 C 2.212 4.224 3.842  -0.14
52 C 1.999 5.263 4.754  -0.11
53 C 0.855 4.918 5.483  -0.13
54 C 0.592 3.587 5.249  -0.13
55 H 1.330 2.346 3.664  0.10
56 H 2.927 4.002 3.065  0.10
57 H 2.557 6.185 4.785  0.09
58 H 0.432 5.442 6.329  0.09
59 H -0.214 2.937 5.551  0.10
60 N 2.376 1.398 -1.731  0.03
61 C 1.438 1.222 -2.737  -0.09
62 C 1.219 2.485 -3.260  -0.11
63 C 2.017 3.395 -2.534  -0.12
64 C 2.515 2.727 -1.457  -0.14
65 H 2.824 0.682 -1.184  0.15
66 H 1.217 0.262 -3.166  0.09
67 H 0.529 2.665 -4.069  0.09
68 H 1.988 4.467 -2.675  0.10
69 H 3.099 3.047 -0.608  0.10
70 N 5.976 1.116 2.761  0.00
71 C 7.162 1.474 2.172  -0.13
72 C 6.935 2.592 1.395  -0.10
73 C 5.546 2.874 1.518  -0.12
74 C 4.966 1.907 2.313  -0.14
75 H 5.932 0.314 3.362  0.15
76 H 8.033 0.887 2.410  0.11
77 H 7.672 3.011 0.732  0.09
78 H 4.970 3.618 0.988  0.07
79 H 3.977 1.721 2.699  0.08
80 N -1.191 -5.583 -4.787  0.01
81 C -1.323 -5.658 -6.150  -0.13
82 C -2.274 -6.646 -6.359  -0.14
83 C -2.710 -7.176 -5.146  -0.11
84 C -2.107 -6.377 -4.170  -0.13
85 H -0.636 -4.927 -4.262  0.12
86 H -0.785 -4.989 -6.796  0.09
87 H -2.638 -7.007 -7.311  0.09
88 H -3.395 -7.998 -5.038  0.09
89 H -2.182 -6.418 -3.095  0.10
90 N 0.532 -1.822 -5.278  0.03
91 C 1.385 -1.097 -6.064  -0.14
92 C 0.959 -1.185 -7.375  -0.11
93 C -0.156 -2.058 -7.388  -0.11
94 C -0.461 -2.317 -6.081  -0.17
95 H 0.610 -1.959 -4.284  0.09
96 H 2.242 -0.608 -5.630  0.10
97 H 1.415 -0.865 -8.298  0.09
98 H -0.664 -2.387 -8.279  0.09
99 H -1.294 -2.811 -5.606  0.09
100 C -3.232 -1.325 -3.998  -0.09
101 C -2.527 -0.919 -2.738  -0.32
102 O -3.240 -1.416 -1.625  -0.04
103 H -4.132 -0.728 -4.192  0.08
104 H -3.460 -2.389 -4.004  0.08
105 H -2.732 -1.014 -4.923  0.07
106 H -2.310 0.156 -2.806  0.10
107 H -1.504 -1.323 -2.760  0.10
108 H -2.645 -1.820 -0.990  0.06
109 C 2.130 -4.309 4.694  -0.09
110 C 2.343 -4.444 3.175  -0.29
111 O 1.109 -4.380 2.497  -0.07
112 H 1.280 -4.924 5.016  0.07
113 H 1.791 -3.343 5.074  0.07
114 H 2.964 -4.670 5.298  0.07
115 H 2.921 -5.338 2.944  0.11
116 H 3.041 -3.621 2.980  0.11
117 H 1.045 -3.495 2.124  0.07
118 C 0.866 -8.629 -0.306  -0.09
119 C 0.650 -7.123 -0.230  -0.33
120 O -0.749 -6.911 -0.158  -0.09
121 H 0.499 -9.081 -1.227  0.07
122 H 0.336 -9.068 0.539  0.08
123 H 1.930 -8.857 -0.207  0.07
124 H 1.009 -6.577 -1.110  0.11
125 H 1.204 -6.802 0.663  0.10
126 H -0.912 -6.011 -0.494  0.02
127 C -2.883 -4.283 2.741  -0.07
128 C -2.158 -5.360 3.579  -0.32
129 O -1.192 -6.063 2.837  -0.09
130 H -3.807 -4.713 2.348  0.07
131 H -2.259 -4.017 1.889  0.05
132 H -3.165 -3.401 3.316  0.06
133 H -2.869 -6.121 3.898  0.11
134 H -1.691 -4.873 4.445  0.10
135 H -0.546 -5.450 2.458  0.04